(one)
# C2H7NS

A 2-piece molecular cluster, C2H7NS overall (wB97M-V/def2-TZVPD, the OMol25 dataset).

Summary:
SMILES string: C=NC.S
frontier orbital gap: 10.00 eV
highest occupied orbital energy: -0.3397 Eh
LUMO: 0.75 eV

Positions of all 11 atoms, in Å:
C -2.89 0.16 -1.73
N -1.67 0.44 -1.55
C -1.21 0.25 -0.17
H -3.34 -0.76 -1.34
H -3.49 0.69 -2.47
H -0.16 -0.03 -0.24
H -1.35 1.20 0.35
H -1.84 -0.40 0.46
S 5.89 -0.62 2.28
H 5.20 -0.16 1.24
H 4.87 -0.76 3.16

***

(two)
# C2H7NS

A 2-piece molecular cluster, C2H7NS overall (wB97M-V/def2-TZVPD, the OMol25 dataset).

Summary:
frontier orbital gap: 6.27 eV
highest occupied orbital energy: -0.2388 Eh
LUMO: -0.23 eV

Positions of all 11 atoms, in Å:
S 2.77 -1.00 -1.01
H 3.69 -1.31 -0.09
C -1.21 0.03 -0.21
C -1.25 1.34 -0.40
N -0.08 -0.45 0.62
H -1.91 -0.66 -0.65
H -2.10 1.91 -0.73
H -0.37 1.95 -0.16
H -0.28 -0.19 1.59
H -0.14 -1.47 0.65
H 0.88 -0.15 0.40

***

(three)
# C2H7NS

A 2-piece molecular cluster, C2H7NS overall (wB97M-V/def2-TZVPD, the OMol25 dataset).

Summary:
SMILES string: C=NC.S
frontier orbital gap: 10.34 eV
highest occupied orbital energy: -0.3510 Eh
LUMO: 0.79 eV

Positions of all 11 atoms, in Å:
C -1.86 0.97 -1.59
N -2.98 0.40 -1.60
C -3.46 -0.12 -0.30
H -1.45 1.35 -0.65
H -1.25 1.12 -2.48
H -3.45 -1.20 -0.37
H -2.85 0.30 0.50
H -4.46 0.29 -0.16
S 3.71 -0.62 1.40
H 3.89 0.68 1.52
H 4.99 -0.93 1.61

***

It is (three) that is most stable; the runner-up trails by 52.9 kJ/mol.

***

(one)
# C3H6BrP

A single C3H6BrP molecule (wB97M-V/def2-TZVPD, the OMol25 dataset).

Summary:
frontier orbital gap: 8.53 eV
highest occupied orbital energy: -0.3132 Eh
LUMO: 0.01 eV

Positions of all 11 atoms, in Å:
C -1.13 -0.60 -0.01
C -0.17 0.33 -0.68
C 0.78 -0.01 0.44
P 0.67 1.14 1.89
Br -0.30 -0.20 3.38
H -2.03 -0.23 0.40
H -1.03 -1.68 -0.15
H 0.03 -0.03 -1.72
H -0.43 1.49 -0.84
H 1.72 -0.77 0.38
H 1.93 0.76 2.37

***

(two)
# C3H6BrP

A 2-piece molecular cluster, C3H6BrP overall (wB97M-V/def2-TZVPD, the OMol25 dataset).

Summary:
frontier orbital gap (alpha / beta): 7.34 / 7.34 eV
highest occupied orbital energy (alpha / beta): -0.3108 / -0.3108 Eh
LUMO (alpha / beta): -1.11 / -1.11 eV

Positions of all 11 atoms, in Å:
C -1.93 -0.31 0.21
C 0.69 0.12 0.26
C 1.97 -0.25 0.32
P 3.27 1.04 0.09
Br 5.02 -0.27 -0.02
H -1.91 -0.52 -0.84
H -1.98 -1.12 0.91
H -2.14 0.68 0.55
H 0.38 1.14 0.14
H 2.31 -1.27 0.48
H 3.11 1.10 -1.30

***

It is (one) that is most stable; the runner-up trails by 188.8 kJ/mol.

***

(one)
# CF3NO2

A 2-piece molecular cluster, CF3NO2 overall (wB97M-V/def2-TZVPD, the OMol25 dataset).

Summary:
frontier orbital gap: 11.14 eV
highest occupied orbital energy: -0.4791 Eh
LUMO: -1.90 eV

Positions of all 7 atoms, in Å:
C 0.61 0.18 0.12
N -0.84 -0.17 -0.11
O -1.50 0.78 -0.44
O -1.18 -1.29 0.11
F 1.67 -0.86 -0.98
F 1.06 -0.20 1.27
F 0.95 1.37 -0.21

***

(two)
# CF3NO2

A single CF3NO2 molecule (wB97M-V/def2-TZVPD, the OMol25 dataset).

Summary:
SMILES string: O=[N+]([O-])C(F)(F)F
frontier orbital gap: 11.47 eV
highest occupied orbital energy: -0.4446 Eh
LUMO: -0.63 eV

Positions of all 7 atoms, in Å:
O 1.59 1.01 0.15
N 1.04 -0.05 -0.04
O 1.43 -1.17 -0.15
C -0.65 0.08 -0.03
F -1.25 -0.71 1.11
F -1.05 -0.44 -1.13
F -1.10 1.28 0.10

***

It is (two) that is most stable; the runner-up trails by 137.3 kJ/mol.